#a
ORCA calculation (the ωB97M-V functional and the def2-TZVPD basis) on one molecule with the formula C2H5NO2.

## Properties
- Gap between HOMO and LUMO (alpha / beta): 9.067 / 9.067 eV
- Structure (SMILES): CO/C=[NH+]/[O-]

Structure (ORCA input):
```
! RIJCOSX wB97M-V def2-TZVPD def2/J DEFGRID3
* xyz 0 1
C 1.679 -0.072 -0.147
O 0.428 0.603 -0.043
C -0.733 -0.054 0.187
N -1.935 0.221 -0.136
O -3.020 -0.351 0.153
H 1.618 -0.902 0.535
H 2.544 0.527 0.151
H 1.868 -0.321 -1.103
H -0.416 -0.856 0.861
H -2.033 1.205 -0.457
*
```

Mulliken atomic charge list, values in e, 2 entries: -0.58, -0.39

***

#b
ORCA calculation (the ωB97M-V functional and the def2-TZVPD basis) on one molecule with the formula C2H5NO2.

## Properties
- Gap between HOMO and LUMO: 7.972 eV
- Structure (SMILES): O/C=C\NO

Structure (ORCA input):
```
! RIJCOSX wB97M-V def2-TZVPD def2/J DEFGRID3
* xyz 0 1
O -1.911 0.339 -0.349
C -0.904 -0.626 -0.422
C 0.406 -0.249 -0.426
N 0.729 0.626 0.575
O 2.045 0.581 1.113
H -2.767 -0.090 -0.261
H -1.197 -1.533 -0.939
H 1.198 -0.749 -0.962
H -0.193 0.588 1.152
H 2.595 1.113 0.519
*
```

Mulliken atomic charge list, values in e, 2 entries: -0.49, -0.33

***

#c
ORCA calculation (the ωB97M-V functional and the def2-TZVPD basis) on a 2-piece molecular cluster, C2H5NO2 overall.

## Properties
- Gap between HOMO and LUMO: 10.360 eV
- Structure (SMILES): NC=O.C=O

Structure (ORCA input):
```
! RIJCOSX wB97M-V def2-TZVPD def2/J DEFGRID3
* xyz 0 1
N -0.924 -1.398 -1.894
C -0.023 -1.747 -0.917
O 0.173 -2.880 -0.447
H -1.341 -0.561 -2.349
H -1.437 -2.219 -2.405
H 0.627 -0.871 -0.649
C 0.819 2.402 2.206
O -0.237 2.794 1.553
H 0.603 1.515 2.821
H 1.741 2.965 2.080
*
```

Mulliken atomic charge list, values in e, 2 entries: -0.37, 0.18

***

What should be chosen as the most stable of them? Choose #c.

***

#a
ORCA calculation (the ωB97M-V functional and the def2-TZVPD basis) on one molecule with the formula C2H5NO2.

## Properties
- Gap between HOMO and LUMO: 11.326 eV
- Structure (SMILES): COC(N)=O

Structure (ORCA input):
```
! RIJCOSX wB97M-V def2-TZVPD def2/J DEFGRID3
* xyz 0 1
C 1.618 0.032 0.011
O 0.335 -0.592 -0.012
C -0.703 0.271 0.000
N -1.881 -0.408 0.022
O -0.582 1.471 -0.004
H 2.344 -0.784 -0.003
H 1.730 0.632 0.912
H 1.767 0.673 -0.864
H -1.896 -1.414 -0.046
H -2.731 0.120 -0.017
*
```

Mulliken atomic charge list, values in e, 2 entries: -0.56, -0.36

***

#b
ORCA calculation (the ωB97M-V functional and the def2-TZVPD basis) on C2H5NO2 as an isolated structure.

## Properties
- Gap between HOMO and LUMO: 10.910 eV

Structure (ORCA input):
```
! RIJCOSX wB97M-V def2-TZVPD def2/J DEFGRID3
* xyz 0 1
C 0.335 -1.109 -0.511
C -0.191 1.413 -0.014
N -0.114 -1.829 0.565
O 1.046 -0.985 0.583
O -0.512 0.416 -0.961
H 0.553 -1.595 -1.401
H -0.488 1.117 1.003
H -0.605 2.374 -0.314
H 0.967 1.545 0.174
H -0.991 -1.347 0.876
*
```

Mulliken atomic charge list, values in e, 2 entries: 0.25, -0.51

***

#c
ORCA calculation (the ωB97M-V functional and the def2-TZVPD basis) on one molecule with the formula C2H5NO2.

## Properties
- Gap between HOMO and LUMO: 10.983 eV
- Structure (SMILES): OCN1CO1

Structure (ORCA input):
```
! RIJCOSX wB97M-V def2-TZVPD def2/J DEFGRID3
* xyz 0 1
O 0.585 -1.014 1.331
C 0.059 0.245 1.022
N 0.387 0.831 -0.301
C -0.396 -0.110 -1.470
O -0.966 1.022 -0.961
H 1.602 -0.913 1.184
H -1.050 0.043 0.940
H 0.282 1.025 1.694
H 0.135 -0.113 -2.435
H -0.638 -1.017 -1.004
*
```

Mulliken atomic charge list, values in e, 2 entries: -0.50, -0.45

***

#d
ORCA calculation (the ωB97M-V functional and the def2-TZVPD basis) on a 2-piece molecular cluster, C2H5NO2 overall.

## Properties
- Gap between HOMO and LUMO: 10.589 eV
- Structure (SMILES): O=CO.C=N

Structure (ORCA input):
```
! RIJCOSX wB97M-V def2-TZVPD def2/J DEFGRID3
* xyz 0 1
O -0.790 0.394 1.502
C -1.277 1.239 0.841
O -0.627 1.814 -0.205
H -2.276 1.677 0.986
H -1.257 2.397 -0.647
C 1.189 -1.799 -1.548
N 1.625 -1.733 -0.366
H 0.982 -0.882 -2.088
H 1.012 -2.731 -2.087
H 1.739 -2.678 -0.012
*
```

Mulliken atomic charge list, values in e, 2 entries: -0.39, 0.22

***

What should be chosen as the most stable of them? Choose #a.

***

#a
ORCA calculation (the ωB97M-V functional and the def2-TZVPD basis) on one molecule with the formula C2H5NO2.

## Properties
- Gap between HOMO and LUMO: 10.514 eV
- Structure (SMILES): NCC(=O)O

Structure (ORCA input):
```
! RIJCOSX wB97M-V def2-TZVPD def2/J DEFGRID3
* xyz 0 1
N 1.634 0.249 -0.136
C 0.335 -0.470 0.072
C -0.890 0.486 0.016
O -0.816 1.671 0.018
O -2.018 -0.214 -0.152
H 1.483 0.742 -1.053
H 1.683 0.993 0.620
H 0.213 -1.375 -0.599
H 0.282 -0.946 1.162
H -1.906 -1.134 0.051
*
```

Mulliken atomic charge list, values in e, 2 entries: -0.63, -0.66

***

#b
ORCA calculation (the ωB97M-V functional and the def2-TZVPD basis) on a 2-piece molecular cluster, C2H5NO2 overall.

## Properties
- Gap between HOMO and LUMO: 10.271 eV
- Structure (SMILES): NC=O.C=O

Structure (ORCA input):
```
! RIJCOSX wB97M-V def2-TZVPD def2/J DEFGRID3
* xyz 0 1
N 1.558 0.050 -2.369
C 0.462 0.357 -1.589
O 0.500 0.465 -0.375
H 1.504 0.284 -3.336
H 2.493 -0.270 -1.860
H -0.348 0.394 -2.238
C -1.368 0.115 2.308
O -1.371 -1.070 2.313
H -1.550 0.580 1.266
H -0.604 0.673 2.934
*
```

Mulliken atomic charge list, values in e, 2 entries: -0.40, 0.15

***

#c
ORCA calculation (the ωB97M-V functional and the def2-TZVPD basis) on one molecule with the formula C2H5NO2.

## Properties
- Gap between HOMO and LUMO: 10.241 eV
- Structure (SMILES): CC(=O)NO

Structure (ORCA input):
```
! RIJCOSX wB97M-V def2-TZVPD def2/J DEFGRID3
* xyz 0 1
C -1.441 -0.174 0.017
C -0.008 0.261 -0.177
O 0.237 1.482 -0.092
N 1.050 -0.477 -0.025
O 2.340 0.078 0.012
H -2.344 0.452 -0.522
H -1.568 0.085 1.288
H -1.586 -1.269 -0.307
H 1.153 -1.477 -0.360
H 2.167 1.040 0.166
*
```

Mulliken atomic charge list, values in e, 2 entries: -0.77, 0.62

***

What should be chosen as the most stable of them? Choose #a.

***

#a
ORCA calculation (the ωB97M-V functional and the def2-TZVPD basis) on one molecule with the formula C17H20N2O3S.

## Properties
- Gap between HOMO and LUMO: 8.952 eV
- Structure (SMILES): CCOC(=O)c1sc(NC(=O)C[C@H](C)c2ccccc2)nc1C

Structure (ORCA input):
```
! RIJCOSX wB97M-V def2-TZVPD def2/J DEFGRID3
* xyz 0 1
C -6.820 -0.178 -0.562
C -5.804 0.879 -0.174
O -4.520 0.261 -0.100
C -3.476 1.077 0.100
O -3.568 2.277 0.219
C -2.230 0.330 0.159
S -2.211 -1.400 -0.026
C -0.466 -1.333 0.208
N 0.244 -2.491 0.171
C 1.592 -2.745 0.407
O 1.967 -3.891 0.356
C 2.468 -1.562 0.679
C 2.837 -0.854 -0.645
C 3.852 -1.680 -1.435
C 3.357 0.532 -0.359
C 2.712 1.642 -0.887
C 3.172 2.921 -0.628
C 4.291 3.108 0.165
C 4.942 2.008 0.697
C 4.478 0.731 0.438
N 0.004 -0.145 0.397
C -0.957 0.806 0.376
C -0.581 2.229 0.565
H -6.830 -0.975 0.176
H -7.808 0.270 -0.617
H -6.567 -0.604 -1.529
H -5.763 1.689 -0.910
H -6.038 1.319 0.802
H -0.295 -3.331 -0.014
H 3.374 -1.918 1.170
H 1.945 -0.855 1.321
H 1.925 -0.754 -1.242
H 4.045 -1.214 -2.399
H 4.793 -1.752 -0.896
H 3.475 -2.686 -1.601
H 1.837 1.501 -1.505
H 2.657 3.774 -1.046
H 4.653 4.105 0.368
H 5.816 2.146 1.317
H 4.995 -0.116 0.863
H 0.412 2.287 1.002
H -0.573 2.738 -0.398
H -1.313 2.732 1.191
*
```

Mulliken atomic charge list, values in e, 2 entries: -1.24, -0.25

***

#b
ORCA calculation (the ωB97M-V functional and the def2-TZVPD basis) on C17H20N2O3S as an isolated structure.

## Properties
- Gap between HOMO and LUMO: 8.376 eV

Structure (ORCA input):
```
! RIJCOSX wB97M-V def2-TZVPD def2/J DEFGRID3
* xyz 0 1
C 0.801 5.075 -3.316
C 1.271 3.970 -2.302
O 2.066 4.243 -1.384
N 0.844 2.763 -2.620
C 0.975 1.591 -2.047
C 1.947 1.708 -0.803
C 2.161 0.610 -0.078
C 1.642 -0.796 -0.711
C 0.821 -0.744 -1.804
C 0.510 0.438 -2.353
H 0.134 0.481 -3.233
H 0.454 -1.653 -2.151
S 1.684 -2.300 0.175
O 3.230 -2.264 0.985
O 1.550 -3.431 -0.711
N 0.635 -2.071 1.459
H 0.073 -3.073 1.582
C 0.913 -1.424 2.672
C -0.194 -1.588 3.569
H -0.587 -2.375 3.799
H 0.074 -1.066 4.422
C -1.233 -0.381 3.092
C -1.817 -1.017 1.766
C -1.687 -0.159 0.660
C -2.155 -0.919 -0.842
C -2.989 -2.018 -0.660
C -3.338 -2.632 0.450
C -2.502 -2.305 1.664
H -2.800 -2.650 2.610
H -3.742 -3.587 0.509
H -3.295 -2.364 -1.660
H -2.198 -0.190 -1.674
H -1.191 0.620 0.605
H -1.092 0.519 2.851
H -2.226 -0.442 3.741
H 1.974 -2.067 3.212
H 1.244 -0.621 2.215
H 2.962 0.498 0.904
H 2.529 2.532 -0.466
H 0.460 2.790 -3.404
H -0.362 5.125 -3.243
H 1.288 5.007 -4.274
H 1.164 6.170 -3.207
*
```

Mulliken atomic charge list, values in e, 2 entries: -1.16, 0.74

***

What should be chosen as the most stable of them? Choose #a.

***

#a
ORCA calculation (the ωB97M-V functional and the def2-TZVPD basis) on a 2-piece molecular cluster, C3H5N2 overall.

## Properties
- Gap between HOMO and LUMO (alpha / beta): 6.691 / 8.133 eV

Structure (ORCA input):
```
! RIJCOSX wB97M-V def2-TZVPD def2/J DEFGRID3
* xyz 1 3
C 1.693 1.654 -0.574
C 0.886 0.768 -0.379
C 0.146 -0.372 -0.278
N -1.287 0.104 1.032
N -0.297 -1.435 -0.844
H 2.148 2.632 -0.330
H -1.282 -0.580 1.753
H -1.195 1.023 1.434
H 0.323 -1.963 -1.520
H -1.137 -1.831 -0.294
*
```

Mulliken atomic charge list, values in e, 2 entries: -0.10, -0.22

***

#b
ORCA calculation (the ωB97M-V functional and the def2-TZVPD basis) on an isolated ion of composition C3H5N2 and charge +1.

## Properties
- Gap between HOMO and LUMO (alpha / beta): 8.292 / 7.140 eV

Structure (ORCA input):
```
! RIJCOSX wB97M-V def2-TZVPD def2/J DEFGRID3
* xyz 1 3
C 0.237 0.457 0.000
C -0.668 1.558 -0.279
C 1.068 -1.511 0.592
N 1.225 -0.332 0.188
N -0.936 0.111 -0.430
H -1.172 2.054 0.543
H -0.499 2.166 -1.162
H 1.854 -2.232 0.382
H 0.285 -1.811 1.286
H -1.395 -0.460 -1.120
*
```

Mulliken atomic charge list, values in e, 2 entries: 0.41, -0.27

***

What should be chosen as the most stable of them? Choose #b.

***

#a
ORCA calculation (the ωB97M-V functional and the def2-TZVPD basis) on one molecule with the formula C3H9N3O.

## Properties
- Gap between HOMO and LUMO: 10.475 eV
- Structure (SMILES): NCNC(=O)CN

Structure (ORCA input):
```
! RIJCOSX wB97M-V def2-TZVPD def2/J DEFGRID3
* xyz 0 1
N -2.625 -0.722 -0.896
C -1.450 -0.028 -1.358
N -0.247 -0.498 -0.716
C 0.405 0.317 0.219
O 0.434 1.515 0.060
C 1.165 -0.432 1.291
N 2.522 0.145 1.367
H -3.492 -0.271 -1.106
H -2.635 -1.658 -1.280
H -1.528 1.047 -1.195
H -1.369 -0.098 -2.466
H -0.259 -1.491 -0.633
H 1.220 -1.493 1.045
H 0.623 -0.373 2.243
H 2.997 -0.311 2.149
H 2.407 1.081 1.765
*
```

Mulliken atomic charge list, values in e, 2 entries: -0.62, -0.45

***

#b
ORCA calculation (the ωB97M-V functional and the def2-TZVPD basis) on one molecule with the formula C3H9N3O.

## Properties
- Gap between HOMO and LUMO: 7.744 eV
- Structure (SMILES): CN(O)C1(C)NN1

Structure (ORCA input):
```
! RIJCOSX wB97M-V def2-TZVPD def2/J DEFGRID3
* xyz 0 1
C 0.002 1.859 -0.653
N 0.423 0.728 0.194
O 1.414 1.035 1.153
C -0.152 -0.597 0.049
C 0.284 -1.702 0.965
N -0.538 -0.984 -1.259
N -1.484 -0.666 -0.431
H 0.165 1.615 -1.705
H 0.595 2.743 -0.401
H -1.053 2.078 -0.468
H 1.628 0.225 1.647
H 1.355 -1.893 0.849
H 0.085 -1.432 2.007
H -0.249 -2.636 0.755
H -0.352 -0.484 -2.124
H -2.123 0.111 -0.579
*
```

Mulliken atomic charge list, values in e, 2 entries: -0.93, 0.18

***

What should be chosen as the most stable of them? Choose #a.

***

#a
ORCA calculation (the ωB97M-V functional and the def2-TZVPD basis) on a 11-piece molecular cluster, C7H36NO10 overall.

## Properties
- Gap between HOMO and LUMO: 8.646 eV

Structure (ORCA input):
```
! RIJCOSX wB97M-V def2-TZVPD def2/J DEFGRID3
* xyz 1 1
C 0.522 -0.906 -0.615
C -0.365 -0.622 0.575
C 0.242 -1.200 1.850
C 2.302 0.168 2.159
C 1.097 -0.192 2.615
C 0.469 0.371 3.859
C 3.117 1.302 2.711
N -0.035 -0.357 -1.873
H 1.507 -0.476 -0.430
H 0.741 -1.943 -0.811
H -1.412 -0.904 0.445
H -0.469 0.471 0.602
H 0.938 -1.985 1.617
H -0.461 -1.680 2.527
H 2.824 -0.557 1.540
H 0.881 -0.096 4.764
H -0.586 0.097 3.907
H 0.665 1.417 4.033
H 4.087 1.002 3.110
H 3.082 2.126 1.997
H 2.671 1.817 3.551
H 0.616 -0.156 -2.643
H -0.379 0.622 -1.722
H -0.866 -0.955 -2.102
H -5.115 0.679 -1.570
H -3.662 0.996 -1.731
O -4.245 0.409 -1.270
H -2.914 -1.887 2.187
H -2.538 -2.967 3.174
O -2.220 -2.513 2.381
H -0.997 2.653 -1.941
H -1.701 2.206 -0.562
O -1.407 1.925 -1.440
H 2.760 3.194 -0.835
H 3.457 2.007 -0.155
O 2.803 2.222 -0.845
H -1.523 -3.288 0.846
H -1.114 -4.549 0.217
O -1.091 -3.598 0.032
H -2.477 -2.168 -2.763
H -1.697 -2.886 -1.558
O -2.043 -2.048 -1.908
H 2.922 1.104 -2.139
H 3.784 -0.236 -2.625
O 3.036 0.334 -2.740
H -4.666 0.603 2.716
H -3.946 0.029 1.352
O -4.301 -0.157 2.234
H 1.544 3.389 -2.474
H 0.591 3.066 -3.589
O 0.620 3.307 -2.642
H 2.041 0.836 -4.232
H 1.617 -0.358 -5.195
O 1.294 0.331 -4.591
*
```

Mulliken atomic charge list, values in e, 2 entries: -1.03, -0.07

***

#b
ORCA calculation (the ωB97M-V functional and the def2-TZVPD basis) on a 11-piece molecular cluster, C7H36NO10 overall.

## Properties
- Gap between HOMO and LUMO: 8.900 eV

Structure (ORCA input):
```
! RIJCOSX wB97M-V def2-TZVPD def2/J DEFGRID3
* xyz 1 1
C -2.785 -0.323 3.774
C -2.456 0.242 2.381
C -1.187 0.966 2.616
C -0.821 2.293 1.737
C 2.081 2.112 -1.004
C 0.644 1.860 -0.455
C 0.362 2.156 0.857
N -2.491 -0.872 1.288
H -2.497 -1.336 3.727
H -3.822 -0.277 3.938
H -2.101 0.133 4.479
H -3.173 1.061 1.989
H -1.256 1.530 3.705
H -0.309 0.333 2.894
H -0.586 3.160 2.372
H -1.798 2.383 1.148
H 2.729 1.864 -0.209
H 2.334 1.458 -1.806
H 2.167 3.148 -1.397
H -0.082 1.373 -1.258
H 1.266 2.308 1.438
H -2.601 -0.413 0.112
H -1.595 -1.345 1.184
H -3.278 -1.441 1.434
H 1.521 -4.532 -0.198
H 2.493 -3.356 -0.068
O 2.132 -4.083 0.331
H 0.230 -1.284 -3.550
H -0.725 -2.622 -3.560
O -0.638 -1.591 -3.323
H -1.262 2.272 -3.346
H -1.468 3.317 -2.078
O -1.925 2.608 -2.660
H -1.494 -0.001 -1.713
H -1.540 -1.349 -1.932
O -1.591 -0.720 -1.188
H 1.274 -1.319 2.104
H 0.855 -1.923 3.484
O 0.442 -1.521 2.674
H 2.193 -2.379 -2.770
H 2.736 -1.993 -4.109
O 1.938 -2.238 -3.690
H -2.651 1.685 -1.306
H -4.059 1.655 -1.007
O -3.228 1.390 -0.574
H 3.373 -2.873 2.566
H 4.364 -2.075 3.175
O 4.266 -2.484 2.360
H 3.387 -2.164 -0.264
H 4.890 -2.387 -0.962
O 3.903 -2.021 -1.178
H 0.974 4.314 -1.575
H -0.350 5.048 -1.573
O -0.014 4.197 -1.943
*
```

Mulliken atomic charge list, values in e, 2 entries: -1.48, 0.54

***

What should be chosen as the most stable of them? Choose #a.